A cluster of 9 separate species, C50H91N13O6 in total, computed with ωB97M-V with the def2-TZVPD basis set.

The calculation puts the electronic energy at -3121.092938 Eh. For the largest force on an atom, the calculation gives 5.46 eV/A. The value obtained for the gap between HOMO and LUMO (spin up / spin down) is 2.90 / 5.01 eV. For the HOMO energy (spin up / spin down), the calculation gives -12.5 / -14.6 eV. As for the charge: +5. The expectation value of S² is 0.779. Its multiplicity is 2.

Atoms and positions in Å:
C (0.32, 0.95, -0.45)
C (-0.68, 0.10, 0.03)
C (-0.31, -1.35, 0.42)
O (-1.22, -2.17, 0.89)
C (1.03, -1.77, 0.47)
C (2.13, -0.81, 0.12)
C (1.66, 0.60, -0.45)
O (2.60, 1.32, -0.74)
O (3.38, -1.04, 0.30)
O (-1.84, 0.56, -0.26)
H (0.14, 1.94, -0.85)
H (1.30, -2.73, 0.88)
C (-5.24, -6.44, 1.59)
C (-4.47, -7.65, 1.13)
N (-3.16, -7.32, 0.55)
C (-2.58, -7.80, -0.63)
C (-1.41, -7.12, -0.84)
N (-1.19, -6.36, 0.28)
C (-2.23, -6.48, 1.16)
C (-0.05, -5.39, 0.41)
H (-5.50, -5.64, 0.89)
H (-4.71, -5.96, 2.41)
H (-6.21, -6.68, 2.02)
H (-5.08, -8.17, 0.40)
H (-4.35, -8.27, 2.02)
H (-3.22, -8.42, -1.22)
H (-0.75, -7.09, -1.70)
H (-2.30, -6.11, 2.17)
H (0.37, -5.26, 1.41)
H (-0.45, -4.47, -0.01)
H (0.84, -5.57, -0.19)
C (4.06, 7.00, -0.01)
C (3.48, 7.01, -1.43)
N (3.45, 5.72, -2.17)
C (2.84, 4.53, -1.84)
C (3.01, 3.62, -2.95)
N (3.73, 4.29, -3.92)
C (4.00, 5.55, -3.44)
C (4.08, 3.84, -5.27)
H (4.10, 8.06, 0.27)
H (5.05, 6.54, 0.01)
H (3.27, 6.50, 0.54)
H (4.13, 7.63, -2.04)
H (2.53, 7.53, -1.55)
H (2.17, 4.41, -1.00)
H (2.64, 2.61, -3.00)
H (4.44, 6.33, -4.05)
H (4.28, 2.77, -5.25)
H (5.01, 4.35, -5.52)
H (3.22, 4.14, -5.86)
C (6.57, -0.75, 3.63)
C (5.19, -0.21, 3.08)
N (4.10, -0.73, 3.87)
C (3.69, -0.30, 5.14)
C (2.55, -1.02, 5.44)
N (2.36, -2.01, 4.47)
C (3.30, -1.81, 3.49)
C (1.30, -2.97, 4.45)
H (7.24, -0.97, 2.80)
H (6.47, -1.63, 4.25)
H (7.19, 0.00, 4.14)
H (5.01, -0.60, 2.08)
H (5.14, 0.88, 3.06)
H (4.24, 0.45, 5.68)
H (1.94, -0.95, 6.34)
H (3.43, -2.46, 2.63)
H (1.40, -3.75, 3.70)
H (0.35, -2.44, 4.32)
H (1.26, -3.42, 5.44)
C (-2.05, 4.28, -0.56)
C (-1.86, 4.46, 0.98)
N (-0.49, 4.13, 1.37)
C (0.58, 5.00, 1.29)
C (1.64, 4.38, 1.90)
N (1.26, 3.11, 2.24)
C (-0.09, 2.98, 2.04)
C (2.17, 2.03, 2.60)
H (-1.55, 3.32, -0.74)
H (-1.31, 4.92, -1.05)
H (-3.02, 4.31, -1.05)
H (-2.51, 3.81, 1.57)
H (-2.09, 5.50, 1.19)
H (0.41, 5.93, 0.76)
H (2.68, 4.62, 2.07)
H (-0.71, 2.12, 2.23)
H (1.66, 1.06, 2.51)
H (2.45, 2.16, 3.64)
H (3.00, 1.90, 1.91)
C (0.05, 1.05, -4.46)
C (-1.37, 0.39, -4.09)
N (-2.43, 1.42, -4.24)
C (-2.98, 1.86, -5.43)
C (-3.81, 2.96, -5.16)
N (-3.94, 2.95, -3.81)
C (-3.17, 1.99, -3.25)
C (-4.94, 3.64, -3.10)
H (0.14, 1.30, -5.52)
H (0.85, 0.31, -4.36)
H (0.28, 1.96, -3.92)
H (-1.44, 0.17, -3.03)
H (-1.63, -0.52, -4.62)
H (-2.79, 1.38, -6.38)
H (-4.29, 3.69, -5.79)
H (-3.03, 1.83, -2.19)
H (-5.86, 3.65, -3.69)
H (-4.69, 4.70, -3.00)
H (-5.19, 3.16, -2.15)
C (3.58, -3.87, -1.23)
C (3.45, -5.36, -1.67)
O (2.80, -5.79, -2.63)
N (4.36, -6.33, -0.98)
H (5.18, -6.05, -1.50)
H (4.47, -5.96, -0.05)
C (3.91, -7.83, -1.09)
H (2.91, -3.25, -1.82)
H (4.54, -3.39, -1.39)
H (3.19, -3.73, -0.22)
H (4.70, -8.38, -0.58)
H (3.74, -8.20, -2.10)
H (3.02, -7.98, -0.48)
C (6.51, 2.60, -1.80)
C (5.79, 1.85, -0.66)
O (5.40, 2.36, 0.37)
N (5.30, 0.44, -1.17)
H (4.41, 0.12, -0.83)
H (5.12, 0.47, -2.17)
C (6.36, -0.66, -0.90)
H (5.76, 2.63, -2.59)
H (7.45, 2.11, -2.01)
H (6.74, 3.62, -1.47)
H (6.54, -0.71, 0.18)
H (7.20, -0.37, -1.53)
H (5.97, -1.55, -1.39)
C (-8.88, 2.58, 2.69)
C (-7.99, 1.90, 1.65)
C (-6.78, 1.14, 2.26)
N (-5.95, 0.26, 1.18)
C (-5.50, 1.15, 0.00)
C (-6.82, -0.96, 0.74)
C (-6.46, -2.14, 1.69)
C (-5.15, -1.70, 2.37)
C (-4.71, -0.42, 1.69)
H (-9.63, 3.11, 2.10)
H (-8.46, 3.27, 3.43)
H (-9.39, 1.74, 3.17)
H (-7.55, 2.71, 1.06)
H (-8.55, 1.22, 1.01)
H (-7.11, 0.42, 3.01)
H (-6.18, 1.81, 2.88)
H (-4.74, 1.84, 0.36)
H (-6.42, 1.56, -0.42)
H (-5.12, 0.50, -0.79)
H (-6.44, -1.42, -0.17)
H (-7.87, -0.72, 0.58)
H (-6.27, -3.08, 1.18)
H (-7.24, -2.40, 2.41)
H (-4.50, -2.55, 2.57)
H (-5.45, -1.38, 3.37)
H (-4.01, -0.57, 0.86)
H (-4.23, 0.26, 2.39)